(1)
9
Properties=species:S:1:pos:R:3 method="wB97M-V/def2-TZVPD" molar_mass_g_mol=484.79 multiplicity=1 e_lumo_ev="-3.115 / -3.084" homo_ev="-8.905 / -8.911" gap_ev="5.8 / 5.8" e_above_lowest_kcal_mol=13.48
Si -1.032 -0.315 -0.198
Si 1.074 -1.201 0.096
Si 0.375 1.716 0.205
Br -1.160 0.138 -2.454
Br 1.371 -1.688 2.271
Br 1.153 -3.449 -0.778
Br -0.202 3.621 -1.118
Br 0.463 2.681 2.192
H -2.044 -1.502 -0.215

(2)
3
Properties=species:S:1:pos:R:3 method="wB97M-V/def2-TZVPD" molar_mass_g_mol=160.06 multiplicity=1 charge=+3 e_lumo_ev=-13.292 homo_ev=-23.613 gap_ev=10.3 e_above_lowest_kcal_mol=12.25
Ca -2.336 -0.282 -0.223
Ca 2.314 -0.490 0.572
Br 0.021 0.772 -0.349

(3)
5
Properties=species:S:1:pos:R:3 method="wB97M-V/def2-TZVPD" molar_mass_g_mol=197.89 multiplicity=3 e_lumo_ev="0.343 / -5.412" homo_ev="-6.994 / -10.455" gap_ev="7.3 / 5.0"
F 1.247 0.926 1.538
Si -0.024 -0.136 -0.170
Cl 0.500 -1.950 0.272
Cl 0.636 0.901 -1.689
Br -2.359 0.259 0.048

(4)
8
Properties=species:S:1:pos:R:3 method="wB97M-V/def2-TZVPD" molar_mass_g_mol=193.38 multiplicity=1 charge=-1 e_lumo_ev="2.758 / 2.688" homo_ev="-4.703 / -4.828" gap_ev="7.5 / 7.5" e_above_lowest_kcal_mol=98.77
N -0.448 3.088 1.788
N -0.577 2.137 2.345
N 2.318 2.672 2.522
O -0.311 4.073 1.201
F -1.181 0.330 -1.001
Cl 1.315 0.029 0.096
Br 2.907 1.228 1.927
H -0.100 0.250 -0.537